(1)
Below is a cluster of 7 separate species, C36H82N4O7 in total, with properties calculated with ωB97M-V/def2-TZVPD.

Atoms and positions in Å:
C -0.53883 -5.67399 2.27884
H -5.83224 3.66400 -5.38544
C -1.10875 -3.33345 2.46446
C -3.20771 1.26031 -3.90170
H 1.00421 2.07216 -1.56612
H 5.85386 -2.95708 2.32167
H -2.54513 2.99214 -2.79762
H 2.84394 -1.14534 6.51926
C 3.14118 -2.64480 3.48282
H -6.99000 2.43847 -5.71870
H 1.82775 -3.05130 5.07192
H 0.19572 -1.99231 0.23155
H -0.71736 -4.84673 4.06031
H -1.95484 0.81548 -5.60580
H -0.92512 -4.30522 -1.64167
H -1.07358 -1.00857 0.86966
C -3.09018 -3.04704 1.05314
H 4.23257 3.85329 -1.59620
C -0.02746 5.06633 -2.54479
H -7.28140 3.48763 -4.34300
H -0.03222 6.58287 -0.05381
C 2.37347 -2.18340 4.70174
H 3.63770 5.63693 -0.00422
H 2.35367 -2.97624 2.80601
C -6.59918 0.77441 -3.49157
C 0.48610 4.62989 -1.13017
H -0.98297 5.58640 -2.47666
H 3.30838 4.68919 1.51348
H 1.99782 1.55644 0.21781
H 3.94036 -2.49717 6.20495
O 1.51557 2.63796 -2.14922
H 1.06725 5.11323 1.51796
H -0.95158 1.35892 -4.17992
H 2.76972 0.93616 4.75896
H 6.13584 0.34936 5.92681
H -2.31833 -4.91052 3.40620
H -2.31401 -0.61800 -3.21996
H -2.25145 -7.46979 1.42250
H -6.37232 2.99607 -2.15930
H -1.64281 4.50375 -0.73972
H -0.72626 3.98431 0.57055
H 0.88686 -5.94256 0.09700
C 3.40301 -1.66863 5.74357
C -4.35964 2.30827 -1.79755
C -0.70583 3.99235 -0.51922
C 4.37254 -0.57689 5.21595
H -3.71661 -0.85387 -4.32794
C 2.94996 4.97760 0.52531
H 4.90234 3.24135 -0.07917
H 0.53063 -5.47943 2.19820
C -1.29081 -4.64741 3.15503
O -1.71238 -4.38320 -1.09785
H 4.14370 2.11092 -1.19121
C -5.71385 2.04449 -3.94354
C 2.16344 2.48454 0.76488
O 0.19103 -2.38919 -3.50963
C -0.88507 -1.95816 0.36883
H -3.18368 -6.01196 1.42399
H 4.52108 -2.99008 1.22544
H 1.63237 -1.39534 4.56822
C -5.40474 2.90725 -2.65326
H 0.61051 -1.64976 -3.94953
H -7.59474 1.10924 -3.20030
H 0.73506 5.70924 -2.98448
H 5.18600 -0.22222 7.22364
H -0.07473 -3.01218 2.58974
H -3.91089 -0.54875 -2.73166
H -2.37798 1.54810 -1.85847
C 4.09033 3.12578 -0.79709
C -0.01066 -6.55887 0.04466
N -4.37652 1.70192 -4.55950
H 6.70932 -0.74956 3.57960
C 4.01604 -1.61303 2.78055
H 1.09995 0.62072 -4.57340
H 2.49175 -0.06686 2.45286
H -5.10209 3.94005 -2.82599
H -3.43626 -2.93583 0.02554
H 4.46689 1.41435 4.66146
O 0.46861 0.29409 -1.49579
H -3.40600 -2.16225 1.60588
H -0.28456 -6.79638 -0.98328
H 1.13476 2.71173 1.04470
H 2.91071 -1.01435 1.03964
C -3.27405 -0.22544 -3.55507
H -0.44428 -2.71785 -4.14571
O 1.60271 -0.07069 -4.14278
C -1.05311 -5.73021 0.81116
H -2.91542 -6.64976 -0.06487
C -1.89064 1.45439 -4.72503
C -2.39254 -6.53249 0.88430
H -6.77631 0.09872 -4.32833
C -6.50336 2.95946 -4.89417
H 5.65644 -1.55958 1.34924
H -0.64898 -6.62908 2.79241
H -1.70126 -2.62794 3.04697
N 1.69672 3.79205 -1.32727
C 1.65761 5.72346 0.83444
C 2.70788 3.60863 -0.24609
H 0.74110 -0.34713 -0.83942
H -0.76969 2.96995 -0.89167
O 5.97815 -0.15752 3.38860
O -4.61413 1.14233 -5.80853
H 2.68373 2.26247 1.69658
C -1.57176 -3.22099 1.01223
H -4.14868 1.69958 -6.43657
H 6.03483 -1.45676 6.33774
N -1.17104 -4.38672 0.18964
C 3.31731 -0.56732 1.94680
H 3.79239 -3.49585 3.68221
H 4.05903 0.14251 1.58060
H -4.24616 3.07008 -1.02626
H -0.17203 4.24545 -3.24718
C 0.81329 5.99435 -0.40996
H 1.26504 6.72934 -1.07615
H -1.30568 -1.92214 -0.63611
H 0.13687 -7.58509 0.38113
H -6.13290 0.07631 -2.79634
H 3.61498 1.15183 6.16885
H -3.60778 -3.85521 1.56992
N 4.89648 -0.90390 3.81694
C -3.05495 2.06395 -2.53944
H -4.72174 1.41875 -1.28206
H 2.48926 0.28384 -4.07517
H 1.89247 6.67381 1.31380
H -1.96140 2.42228 -5.22131
H 0.39763 -0.20852 -2.30732
C 5.52282 -0.50110 6.22520
C 5.08607 -2.32375 1.87727
C 3.76387 0.75155 5.16599

Forces on the atoms, in the same order (eV/Å):
-1.1 0.3 -0.8
0.1 0.2 0.3
0.1 0.8 1.2
1.2 -1.3 2.6
-0.2 -1.0 -0.3
-0.3 0.1 0.9
-0.2 0.3 0.1
0.1 -0.2 0.4
-0.6 0.4 -0.8
0.0 -0.3 0.1
0.0 0.0 0.3
0.1 -0.8 0.4
-0.2 1.2 0.6
0.4 -0.7 0.2
0.1 0.2 -0.3
-0.4 -0.1 0.2
-0.3 0.4 -0.5
0.6 -0.2 -0.3
0.8 -0.2 -0.2
0.1 0.1 0.1
-0.8 -0.7 -0.2
1.4 0.2 1.1
0.2 -0.2 -0.1
0.3 -0.2 -0.7
0.8 0.5 -1.4
-0.4 2.0 -1.9
0.2 0.2 0.1
0.8 0.0 -0.2
0.6 -0.2 -0.1
0.1 0.0 -0.1
-0.1 1.4 1.1
-0.1 0.1 0.2
-0.3 -0.1 0.2
0.0 -0.7 -0.7
0.6 -0.4 0.0
-0.1 -0.1 -0.5
0.3 0.0 -0.4
0.1 -0.2 -0.4
0.0 -0.1 0.4
0.1 0.1 -0.5
0.4 -0.3 0.2
0.4 -0.5 -0.3
-0.8 0.4 -0.6
0.2 0.1 0.8
-0.9 -1.1 1.4
0.5 -1.7 -1.1
0.6 0.2 -0.7
-1.1 -1.2 -0.1
-0.2 0.1 0.3
0.1 0.5 0.5
1.6 -1.7 -0.7
-0.4 -0.2 0.1
-0.4 0.1 0.0
0.9 -0.2 1.3
-0.8 0.7 -0.8
-0.3 -0.3 0.4
-1.0 -0.5 -0.4
0.3 0.3 0.5
0.2 0.2 -0.6
0.0 0.0 -0.7
-1.2 -0.6 -1.5
0.5 0.3 -0.2
0.2 0.0 0.4
-0.1 0.1 -0.1
-0.5 -0.1 0.0
0.2 -0.1 -0.2
-0.3 0.9 0.5
0.2 -0.3 -0.3
-1.0 1.1 -0.4
-0.3 0.2 -0.6
-2.0 2.7 -0.2
0.4 0.1 -0.1
3.2 0.9 0.8
-0.2 0.3 -0.1
0.2 0.1 0.2
0.0 0.0 -0.9
-0.3 -0.2 0.1
-0.1 0.2 -0.1
-0.3 0.2 0.4
0.3 0.3 -0.1
-0.1 0.8 -0.3
-0.1 0.5 0.3
-0.2 -0.2 -0.1
-0.3 -1.4 0.6
-0.2 -0.1 -0.1
-0.2 -0.2 -0.2
-1.4 -1.6 0.3
0.6 -0.5 -0.4
-1.8 0.7 -1.1
-0.6 0.8 -0.1
0.1 0.3 -0.5
0.1 -0.6 -0.4
-0.3 -0.1 -0.4
0.1 -0.4 -0.6
0.1 0.6 -0.3
1.5 1.5 0.0
0.0 0.1 -0.7
-0.3 -1.3 1.6
0.0 -0.2 0.2
-0.3 -0.1 0.2
-0.2 0.4 -0.3
0.2 -1.2 -0.6
0.5 0.3 -0.3
0.4 0.4 0.0
0.0 0.2 -0.1
0.3 0.2 -0.3
1.6 -0.2 2.1
-0.4 -0.2 -0.7
-0.2 -0.1 0.4
-0.1 0.2 0.3
0.6 -0.2 0.4
0.0 -0.3 0.2
0.7 -0.7 0.5
0.6 -0.4 -0.3
0.0 0.4 -0.1
0.1 0.2 0.9
0.0 0.7 0.6
0.3 0.1 0.3
0.2 -0.3 -0.3
-2.1 -2.6 2.3
0.0 -0.2 -0.8
0.1 -0.2 -0.1
0.3 0.1 0.2
0.0 0.0 0.2
0.3 0.6 0.4
0.1 -0.2 -0.4
0.0 0.4 -0.2
-1.0 0.1 -0.2
-0.9 2.6 0.6

Its HOMO-LUMO gap is 8.2 eV. The value obtained for the LUMO energy is 0.39 eV. Its SMILES is CC1(C)CCCC(C)(C)N1O.CC1(C)CCCC(C)(C)N1O.CC1(C)CCCC(C)(C)N1O.CC1(C)CCCC(C)(C)N1O.O.O.O. The energy is -58947.8641 eV. The calculation puts the energy above the lowest of the compared OMol25 structures with the same formula, charge and spin at 3.419 eV.

(2)
Below is an isolated molecule of C2H3IN2O, with properties calculated with ωB97M-V/def2-TZVPD.

Atoms and positions in Å:
N -0.44603 0.44636 1.16460
H 1.48130 0.64565 -0.39807
C 0.10176 -0.70701 0.62240
H 0.11639 -0.28092 -1.36719
H 1.36973 -1.15624 -1.10552
O 0.23071 -1.88433 1.05805
I -2.74843 1.75234 -0.37142
C 0.91664 -0.28525 -0.64274
N -1.02208 1.46940 1.03988

Forces on the atoms, in the same order (eV/Å):
-0.4 0.4 0.6
-0.4 -0.9 -1.0
2.8 -4.3 -0.8
-0.5 1.6 -0.6
1.2 0.0 1.0
-1.7 4.5 -0.5
0.1 -0.4 -0.2
-1.4 -0.4 1.0
0.3 -0.7 0.5

Its HOMO-LUMO gap (spin up / spin down) is 7.7 / 7.7 eV. The value obtained for the LUMO energy (spin up / spin down) is -1.48 / -1.48 eV. Its SMILES is CC(=O)/N=N\I. The energy is -15247.8076 eV. The calculation puts the energy above the lowest of the compared OMol25 structures with the same formula, charge and spin at 2.828 eV.

(3)
Below is a cluster of 2 separate species, C4H7N2O2 in total, with properties calculated with ωB97M-V/def2-TZVPD.

Atoms and positions in Å:
N -0.17627 -0.07342 -0.02054
H 1.30009 2.00962 2.06211
H -3.61764 -1.07285 -0.56438
N 2.00816 0.23901 -0.83889
C 1.30093 1.36835 1.21287
O 0.45991 -1.12188 -1.89094
H -0.50023 -1.28061 -1.89591
C 0.05103 0.77240 1.04772
H -2.55579 -1.91381 0.40208
H -1.12111 -0.37647 -0.26555
C 0.76441 -0.30992 -0.93128
H -0.84734 0.96141 1.58053
O -2.69792 -1.34731 -0.40236
H 3.33959 1.12012 0.30783
C 2.29220 1.02533 0.19670

Forces on the atoms, in the same order (eV/Å):
0.4 1.2 0.6
1.1 0.5 0.3
0.4 -0.5 0.6
-1.4 -0.8 0.1
-1.7 -1.6 -1.6
0.1 -0.1 -0.8
0.2 -0.4 -0.3
1.5 0.2 -1.8
-1.1 0.7 -1.2
-0.5 -0.2 0.6
1.7 1.3 0.8
-0.3 0.2 0.9
1.0 -0.2 0.6
0.9 1.2 0.2
-2.2 -1.6 0.9

Its HOMO-LUMO gap is 10.0 eV. The value obtained for the LUMO energy is -4.84 eV. The energy is -11329.7254 eV. The calculation puts the energy above the lowest of the compared OMol25 structures with the same formula, charge and spin at 0.000 eV. As for the net charge: +1.

(4)
Below is a structure of composition C46H52BrMnN4O2SSeSiTe, with properties calculated with ωB97M-V/def2-TZVPD.

Atoms and positions in Å:
C -5.14554 -5.84892 0.16050
Te 1.69042 1.84272 1.94059
H -1.97974 -3.44080 -3.32877
C -3.38147 -2.15933 -1.38531
C -4.86444 0.79870 -0.49782
H -3.04901 -3.07943 -4.69531
Se 2.18743 4.74140 0.20674
H -4.98359 -3.53319 -1.52366
C -2.62682 -0.77023 -3.43505
H -5.61123 -2.45752 -3.09919
H -1.15055 5.90708 2.68943
C -2.17957 4.14380 1.96050
C 5.81887 1.70856 3.26021
H -3.60845 4.61506 3.54959
C -4.28224 -3.52225 0.47619
C -3.51917 4.69125 2.46451
C 0.54088 3.55162 -3.14601
C -3.79635 1.46270 0.08314
S 1.43487 -1.75519 -0.70436
H -1.81875 1.17759 7.83943
C -3.00872 -3.20633 -3.60962
H 6.60830 2.29317 0.02156
H -7.49236 -4.70293 0.99074
H -4.18350 0.41446 3.27171
C 4.24033 -2.07762 2.80475
C -3.30984 -2.99929 1.30864
H 1.24753 -2.80848 1.72447
H -1.15934 4.04684 0.02308
H -3.23233 -3.28454 2.34875
H 4.15558 2.29644 -0.17421
C -0.80424 1.32657 4.61143
C -6.73378 -3.98349 0.67142
C -3.48091 -1.92356 -2.90474
C 3.88322 -1.32833 0.53425
C -1.04765 4.81706 2.74812
N 2.19971 -2.45944 1.70944
N 1.64608 4.92707 -1.47994
Si -2.02992 2.25455 2.15102
N 0.42407 1.52602 -1.20325
C 1.08154 3.76773 -1.87353
H -5.98533 -5.54258 2.72707
H -5.32599 -3.93351 3.03106
C -4.37093 0.54421 2.21091
H 7.68503 1.90337 2.21596
H -4.24136 -5.28767 2.67333
N 1.63518 2.97253 0.24201
H -6.51801 -0.53701 -0.17404
H -0.47505 2.11835 -4.38791
H -6.89016 -3.05194 1.21935
H 4.86470 -2.16100 3.68085
H 4.20815 -0.82461 -0.36377
C 2.56827 -1.85134 0.54686
C -3.00050 1.88019 6.18921
C 2.97785 -2.57709 2.81058
C -5.43603 -0.13704 1.63428
O -1.58067 -0.62210 -0.88601
H -5.04456 0.89773 -1.56176
C -4.93205 -1.63476 -3.32263
H -3.59864 5.75496 2.21100
H 0.58116 4.35002 -3.87484
H -2.82190 0.16207 -2.90588
H -4.97134 -1.46725 -4.40181
C -1.85181 1.36454 6.77328
H -3.63317 -4.06099 -3.34269
C -2.42635 -2.07652 0.78699
C -0.08971 1.35531 -2.43656
H -0.58607 0.41012 -2.58539
O -0.73693 1.74715 1.31230
H -6.06068 -0.77699 2.24583
H 6.28322 1.54981 4.22583
H 0.06440 1.08373 4.00983
H 3.83519 1.61210 4.05169
Mn -0.08357 0.16436 0.22779
H -1.56783 -1.00402 -3.33907
C -0.75145 1.08394 5.97761
C -5.69019 -0.00439 0.27916
C 6.60554 1.90810 2.13370
H -3.95418 2.50709 4.39223
C 4.68986 -1.43943 1.63028
C -4.25915 -3.09143 -0.85058
C -5.32683 -4.53677 0.93583
H -0.06574 4.56305 2.34247
H -3.13658 2.04429 -0.55205
H -2.91247 4.24236 -0.10009
H -2.85167 -0.63219 -4.49656
H -6.89139 -3.77728 -0.38859
H 0.14790 0.67275 6.42115
H -5.30866 -0.74119 -2.82420
Br -1.08914 -1.38346 1.97270
H -3.87206 2.09116 6.79685
C 4.43438 1.73998 3.15383
C -2.03046 4.52260 0.47952
C 1.02363 2.68645 -0.93505
H -1.05581 4.53629 3.80447
C 4.61607 2.13846 0.79418
H 5.68436 -1.01366 1.60509
C -1.93785 1.85841 3.99707
C -2.41279 -1.56161 -0.52016
C 3.82326 1.94796 1.92003
C -0.03775 2.32650 -3.42190
C -3.03692 2.12250 4.82310
C -3.53403 1.36550 1.45525
H -4.14488 -6.25539 0.32065
C -5.20646 -4.83760 2.42961
H 2.52646 -3.07646 3.65565
H -4.37068 4.17662 2.01141
H -5.87736 -6.59203 0.48856
C 6.00046 2.12828 0.90290
H -1.91033 5.60815 0.38468
H -5.27791 -5.69850 -0.91239

Forces on the atoms, in the same order (eV/Å):
0.0 0.0 0.0
0.1 0.0 -0.4
0.0 0.0 0.0
0.0 0.0 0.0
0.0 0.0 0.0
0.0 0.0 0.0
0.0 0.0 0.0
0.0 0.0 0.0
0.0 0.0 0.0
0.0 0.0 0.0
0.0 0.0 0.0
0.0 0.0 0.0
0.0 0.0 0.0
0.0 0.0 0.0
0.0 0.0 0.0
0.0 0.0 0.0
0.0 0.0 0.0
0.0 0.0 0.0
0.1 0.0 -0.1
0.0 0.0 0.0
0.0 0.0 0.0
0.0 0.0 0.0
0.0 0.0 0.0
0.0 0.0 0.0
0.0 0.0 0.0
0.0 0.0 0.0
0.0 0.0 0.0
0.0 0.0 0.0
0.0 0.0 0.0
0.0 0.0 0.0
0.0 -0.1 0.0
0.0 0.0 0.0
0.0 0.0 0.0
0.0 0.0 0.0
0.0 0.0 0.0
0.0 -0.1 0.0
0.0 -0.1 0.0
-0.1 -0.1 -0.2
0.0 0.0 -0.1
0.0 0.1 -0.1
0.0 0.0 0.0
0.0 0.0 0.0
0.0 0.0 0.1
0.0 0.0 0.0
0.0 0.0 0.0
-0.1 0.1 0.0
0.0 0.0 0.0
0.0 0.0 0.0
0.0 0.0 0.0
0.0 0.0 0.0
0.0 0.0 0.0
-0.1 0.1 0.1
0.0 0.0 0.0
0.0 0.0 0.0
0.0 0.0 0.0
0.2 0.0 -0.1
0.0 0.0 0.1
0.0 0.0 0.0
0.0 0.0 0.0
0.0 0.0 0.0
0.0 0.0 0.0
0.0 0.0 0.0
0.0 0.0 0.0
0.0 0.0 0.0
0.0 0.0 0.0
0.0 0.0 0.0
0.1 0.1 0.0
0.4 0.2 0.4
0.0 0.0 0.0
0.0 0.0 0.0
-0.1 0.0 0.0
0.0 0.0 0.0
-0.6 -0.1 0.1
-0.1 0.0 0.0
0.0 0.0 0.0
0.0 0.0 0.0
0.0 0.0 0.0
0.0 0.0 0.0
0.1 0.1 0.0
0.0 0.0 0.0
0.0 0.0 0.0
0.0 0.0 0.0
0.0 0.0 0.0
0.0 0.0 0.0
0.0 0.0 0.0
0.0 0.0 0.0
0.0 0.0 0.0
0.0 0.0 0.0
0.0 0.0 0.2
0.0 0.0 0.0
0.1 0.0 0.0
0.0 0.0 0.0
0.0 0.0 0.0
0.0 0.0 0.0
0.0 0.0 0.0
0.0 0.0 0.0
0.0 0.0 0.0
0.0 -0.1 0.0
0.0 0.0 0.1
0.0 0.0 0.0
0.0 0.0 0.0
-0.1 0.0 0.0
0.0 0.0 0.0
0.0 0.0 0.0
0.0 0.0 0.0
0.0 0.0 0.0
0.0 0.0 0.0
0.0 0.0 0.0
0.0 0.0 0.0
0.0 0.0 0.0

Its HOMO-LUMO gap (spin up / spin down) is 6.5 / 6.4 eV. The value obtained for the LUMO energy (spin up / spin down) is -0.39 / -0.91 eV. Its spin multiplicity is 5. The energy is -251318.8648 eV. The calculation puts the energy above the lowest of the compared OMol25 structures with the same formula, charge and spin at 0.000 eV. As for the expectation value of S²: 6.0515.

(5)
Below is a structure of composition C3H5NO2, with properties calculated with ωB97M-V/def2-TZVPD.

Atoms and positions in Å:
H 1.83056 -1.55048 0.43655
C 0.94490 -1.58281 -0.20603
O -0.18797 2.88966 -0.16972
N 0.34290 -0.25343 -0.31267
C -0.44845 0.22863 0.59737
O -1.05769 0.11874 1.60571
H 0.23906 -2.32123 0.18924
H -2.01683 2.00166 -0.20640
H -0.25549 0.84205 -0.79904
C -0.90792 1.92198 -0.21809
H 1.25409 -1.88476 -1.20884

Forces on the atoms, in the same order (eV/Å):
-0.1 0.0 -0.1
0.1 -0.1 0.0
-0.4 -0.4 0.0
-0.2 0.2 0.1
0.0 -0.4 0.3
0.3 0.2 -0.6
0.1 0.1 -0.1
0.1 0.1 0.0
0.2 -0.2 0.1
0.1 0.7 0.1
0.0 0.0 0.2

Its HOMO-LUMO gap is 8.6 eV. The value obtained for the LUMO energy is -0.55 eV. The energy is -8773.0184 eV. The calculation puts the energy above the lowest of the compared OMol25 structures with the same formula, charge and spin at 4.676 eV.

(6)
Below is a cluster of 4 separate species, H9O4 in total, with properties calculated with ωB97M-V/def2-TZVPD.

Atoms and positions in Å:
H -1.03300 -2.29573 -0.53850
O -1.95477 1.27749 -1.20160
H -2.25853 0.39965 -1.53535
H -2.70250 1.84139 -1.13804
O 2.07777 -0.22796 1.60975
O 0.46544 0.96340 -0.11199
H 1.87274 -0.92048 2.32273
H 0.19672 -0.07896 -0.28073
H 2.52831 0.52994 2.16296
H 0.40489 -2.14180 -0.75401
H -0.41997 1.37837 -0.51154
H 1.17422 0.85489 0.55197
O -0.35134 -1.58019 -0.57565

Forces on the atoms, in the same order (eV/Å):
0.1 1.3 0.2
1.5 -1.9 -0.2
0.3 1.1 0.3
-1.1 0.8 0.1
0.9 1.2 3.0
-2.5 -3.7 -2.8
0.3 1.4 -1.6
0.5 2.1 0.4
-1.0 -2.3 -1.5
0.8 0.1 -0.2
0.9 0.3 1.2
0.0 0.6 1.1
-0.6 -1.2 -0.1

Its HOMO-LUMO gap is 13.1 eV. The value obtained for the LUMO energy is -3.43 eV. The energy is -8328.5875 eV. The calculation puts the energy above the lowest of the compared OMol25 structures with the same formula, charge and spin at 1.538 eV. As for the net charge: +1.

Number 1: largest force on an atom 4.1 eV Å⁻¹. Number 2: largest force on an atom 5.2 eV Å⁻¹. Number 3: largest force on an atom 2.8 eV Å⁻¹. Number 4: largest force on an atom 0.6 eV Å⁻¹. Number 5: largest force on an atom 0.7 eV Å⁻¹. Number 6: largest force on an atom 5.3 eV Å⁻¹.